DFT (wB97M-V/def2-TZVPD) results for a 3-piece molecular cluster, C16H27F4N3O6P overall.

Output
Lowest unoccupied orbital energy = -4.418 eV
Net charge = +1

Element x y z (Å)
C  -3.03  1.35  1.41
C  -3.00  0.90  -0.05
P  -2.22  -0.74  -0.35
C  -1.59  -0.61  -2.09
C  -0.58  -0.74  0.59
C  0.21  -2.07  0.33
F  0.90  -2.42  1.46
F  1.14  -1.87  -0.64
C  -0.63  -3.30  -0.08
F  -1.55  -3.55  0.89
F  0.22  -4.37  -0.14
C  0.32  0.48  0.21
N  0.59  1.24  1.48
C  0.26  0.28  2.45
N  0.83  0.12  3.62
N  -0.68  -0.59  2.04
H  -2.16  1.95  1.65
H  -3.88  2.01  1.54
H  -3.18  0.52  2.11
H  -2.56  1.64  -0.71
H  -4.03  0.78  -0.38
H  -2.23  -1.17  -2.76
H  -1.56  0.44  -2.36
H  -0.57  -0.97  -2.15
H  -1.08  -3.20  -1.06
H  -0.11  1.18  -0.50
H  1.29  0.17  -0.15
H  -0.20  1.89  1.55
H  1.02  0.87  4.27
H  1.06  -0.81  3.93
H  -1.58  -0.57  2.50
C  -3.05  7.04  -3.33
C  -2.63  6.12  -2.22
C  -1.91  4.87  -2.66
O  -2.26  3.93  -1.61
C  -3.45  4.33  -1.10
O  -4.12  3.68  -0.36
O  -3.77  5.56  -1.54
H  -3.58  7.91  -2.93
H  -2.17  7.40  -3.88
H  -3.72  6.53  -4.02
H  -2.04  6.66  -1.47
H  -0.83  4.98  -2.72
H  -2.29  4.48  -3.61
C  3.34  -4.29  1.09
C  4.57  -5.15  0.91
C  5.68  -4.90  1.91
O  6.85  -5.25  1.16
C  6.56  -5.06  -0.16
O  7.36  -5.07  -1.03
O  5.23  -4.85  -0.32
H  2.61  -4.51  0.32
H  2.88  -4.45  2.06
H  3.61  -3.23  0.99
H  4.29  -6.21  0.90
H  5.61  -5.51  2.81
H  5.76  -3.85  2.19

DFT (wB97M-V/def2-TZVPD) results for C16H27FO14SV as an isolated structure.

Output
Lowest unoccupied orbital energy = -0.515 eV
Energy above the lowest of the compared OMol25 structures with the same formula, charge and spin = 0.0 kcal/mol
Net charge = -1

Element x y z (Å)
C  2.88  4.86  -0.34
C  2.36  4.42  1.00
F  0.99  4.30  0.93
O  2.88  3.15  1.36
S  2.77  2.69  2.94
O  4.12  2.76  3.42
O  1.99  3.86  3.73
H  2.34  4.40  -1.15
H  2.77  5.94  -0.38
H  3.95  4.66  -0.35
H  2.63  5.19  1.72
H  2.63  4.56  3.94
O  3.79  10.63  0.05
V  3.65  9.14  -0.80
O  3.48  7.60  -1.56
O  1.18  1.16  5.13
C  0.21  1.81  5.47
C  -0.16  1.25  7.26
O  -1.15  1.87  7.57
H  -0.75  1.65  4.96
H  0.31  2.90  5.58
H  0.81  1.47  7.74
H  -0.21  0.15  7.13
C  -1.65  -1.93  -2.89
O  -0.29  -1.78  -2.55
C  0.59  -1.79  -3.66
C  1.63  -0.71  -3.58
O  1.15  0.61  -3.73
C  0.37  1.19  -2.69
C  1.10  1.44  -1.39
O  1.37  0.23  -0.70
C  2.64  0.19  -0.09
H  -1.88  -2.99  -3.09
H  -2.24  -1.60  -2.03
H  -1.92  -1.32  -3.75
H  0.03  -1.69  -4.60
H  1.10  -2.76  -3.67
H  2.31  -0.86  -4.42
H  2.24  -0.81  -2.67
H  -0.54  0.61  -2.52
H  0.06  2.16  -3.08
H  0.47  2.06  -0.75
H  2.03  1.98  -1.60
H  3.42  0.54  -0.78
H  2.86  -0.85  0.16
H  2.66  0.79  0.82
C  -4.19  -6.68  -2.11
C  -5.33  -6.81  -1.42
C  -5.57  -6.07  -0.13
O  -6.65  -6.22  0.42
C  -4.52  -5.22  0.38
C  -3.37  -5.09  -0.30
C  -3.14  -5.81  -1.61
O  -2.08  -5.63  -2.18
O  -2.37  -4.33  0.11
O  -6.33  -7.58  -1.82
H  -4.01  -7.20  -3.04
H  -4.69  -4.71  1.31
H  -1.67  -4.41  -0.56
H  -7.03  -7.48  -1.15

DFT (wB97M-V/def2-TZVPD) results for C16H27MnO12P2Sb2 as an isolated structure.

Output
Lowest unoccupied orbital energy (alpha / beta) = 2.655 / 2.651 eV
Energy above the lowest of the compared OMol25 structures with the same formula, charge and spin = 0.0 kcal/mol
Net charge = -1
Multiplicity = 6
⟨S²⟩ = 8.754

Element x y z (Å)
Mn  1.01  -0.22  1.33
O  1.07  -0.76  5.19
C  0.34  -1.17  4.18
O  -0.25  -0.42  3.41
C  0.35  -2.67  4.02
O  -0.65  -3.08  3.14
C  -0.20  -3.99  2.15
C  0.75  -3.43  1.08
O  1.23  -4.23  0.30
O  0.97  -2.16  1.11
H  1.23  0.22  5.09
H  0.22  -3.12  5.01
H  1.35  -2.92  3.68
H  -1.10  -4.34  1.63
H  0.28  -4.86  2.60
C  -4.36  -0.84  -1.80
Sb  -2.98  0.46  -0.76
C  -3.06  -0.67  1.07
C  -1.26  -0.65  -1.50
C  -0.92  -0.35  -2.92
C  -1.33  -1.23  -3.93
C  -1.05  -0.99  -5.26
C  -0.34  0.15  -5.62
C  0.07  1.03  -4.63
C  -0.21  0.81  -3.28
C  0.26  1.79  -2.26
Sb  2.00  1.13  -1.15
C  3.27  0.86  -2.85
C  2.63  3.09  -0.60
H  -4.26  -0.69  -2.87
H  -5.38  -0.61  -1.51
H  -4.14  -1.88  -1.56
H  -2.95  -1.73  0.85
H  -4.01  -0.50  1.57
H  -2.26  -0.36  1.73
H  -1.48  -1.71  -1.36
H  -0.44  -0.39  -0.83
H  -1.87  -2.12  -3.64
H  -1.37  -1.69  -6.02
H  -0.10  0.35  -6.66
H  0.62  1.92  -4.90
H  -0.48  2.00  -1.49
H  0.55  2.73  -2.73
H  3.26  1.76  -3.47
H  2.92  0.02  -3.44
H  4.29  0.66  -2.53
H  3.00  3.61  -1.48
H  3.40  3.05  0.17
H  1.77  3.63  -0.20
O  -1.14  2.32  3.15
P  -0.29  2.66  1.84
O  -0.77  3.88  1.19
O  -0.20  1.37  1.01
O  1.21  2.93  2.42
P  2.33  2.07  3.16
O  1.66  1.81  4.64
O  3.56  2.85  3.30
O  2.35  0.67  2.56
H  -0.94  1.41  3.45
H  1.85  2.56  5.22

DFT (wB97M-V/def2-TZVPD) results for an isolated ion of composition C16H27N2O and charge +1.

Output
Lowest unoccupied orbital energy = -2.395 eV
Energy above the lowest of the compared OMol25 structures with the same formula, charge and spin = 10.0 kcal/mol
Net charge = +1
Structure (SMILES) = C[NH+](C)CCNCc1ccc(OC2CCCC2)cc1

Element x y z (Å)
C  5.70  0.76  0.74
N  5.05  -0.36  0.06
C  6.03  -1.20  -0.63
C  4.12  -1.10  0.94
C  2.75  -0.41  0.76
N  2.70  0.04  -0.63
C  1.98  1.31  -0.86
C  0.52  1.20  -0.54
C  -0.35  0.57  -1.42
C  -1.69  0.42  -1.12
C  -2.21  0.92  0.07
O  -3.49  0.85  0.46
C  -4.48  0.29  -0.39
C  -5.85  0.66  0.20
C  -6.64  -0.65  0.25
C  -5.57  -1.70  0.50
C  -4.43  -1.25  -0.42
C  -1.33  1.56  0.96
C  0.00  1.70  0.66
H  6.41  0.40  1.48
H  4.96  1.38  1.24
H  6.23  1.38  0.02
H  4.24  0.02  -0.64
H  6.62  -0.60  -1.32
H  5.52  -1.98  -1.20
H  6.70  -1.67  0.09
H  4.06  -2.14  0.60
H  4.45  -1.09  1.98
H  1.94  -1.09  1.03
H  2.68  0.46  1.41
H  2.30  -0.67  -1.23
H  2.45  2.08  -0.25
H  2.12  1.57  -1.91
H  0.03  0.18  -2.35
H  -2.33  -0.08  -1.83
H  -4.36  0.71  -1.40
H  -5.68  1.03  1.21
H  -6.35  1.43  -0.37
H  -7.12  -0.83  -0.72
H  -7.41  -0.64  1.02
H  -5.90  -2.71  0.27
H  -5.25  -1.66  1.54
H  -3.46  -1.62  -0.08
H  -4.60  -1.61  -1.43
H  -1.74  1.95  1.88
H  0.65  2.21  1.36

DFT (wB97M-V/def2-TZVPD) results for one molecule with the formula C16H27NO.

Output
Lowest unoccupied orbital energy = 0.417 eV
Energy above the lowest of the compared OMol25 structures with the same formula, charge and spin = 366.6 kcal/mol
Net charge = 0
Structure (SMILES) = CCCC[C@H](CC)CNC[C@@H](O)c1ccccc1

Element x y z (Å)
C  0.19  -5.38  1.44
C  0.23  -4.47  0.09
C  -0.25  -3.01  0.25
C  -0.16  -2.31  -0.98
C  -0.79  -1.05  -0.64
C  -0.68  -0.25  -2.31
C  -1.70  0.86  -2.39
C  0.01  -0.11  0.15
N  1.28  -0.05  0.09
C  2.04  0.80  1.05
C  1.98  2.27  0.51
O  2.62  2.28  -0.96
C  0.83  2.98  0.58
C  -0.11  3.40  -0.39
C  -1.27  4.16  -0.28
C  -1.81  4.26  1.12
C  -0.92  3.87  1.82
C  0.25  3.30  1.91
H  0.56  -6.55  1.22
H  -0.65  -5.49  1.94
H  0.95  -5.09  1.98
H  -0.52  -5.01  -0.45
H  1.01  -4.79  -0.25
H  0.45  -2.74  1.02
H  -1.35  -3.27  0.74
H  -0.57  -2.87  -1.71
H  0.85  -2.36  -1.29
H  -2.02  -1.06  -0.34
H  -0.75  -0.93  -2.95
H  0.18  0.16  -2.39
H  -2.72  0.58  -2.15
H  -1.83  1.33  -3.40
H  -1.56  1.57  -1.69
H  -0.70  0.94  0.15
H  -0.17  -0.52  1.10
H  1.85  -0.87  0.09
H  1.55  0.91  1.85
H  3.13  0.45  1.07
H  2.97  2.83  1.09
H  2.03  1.58  -1.30
H  0.42  3.42  -1.54
H  -1.71  4.58  -1.02
H  -2.65  4.74  1.28
H  -1.44  4.03  2.99
H  0.96  2.87  2.90

DFT (wB97M-V/def2-TZVPD) results for a 4-piece molecular cluster, C16H27NO7 overall.

Output
Lowest unoccupied orbital energy = -0.195 eV
Energy above the lowest of the compared OMol25 structures with the same formula, charge and spin = 0.0 kcal/mol
Net charge = 0
Structure (SMILES) = C[C@H](O)Cc1c(CCO)ccc2c1C(=O)NC2=O.CO.CO.CO

Element x y z (Å)
C  2.97  -0.65  -0.97
C  1.82  -0.41  0.01
O  1.48  -1.62  0.72
C  0.55  0.10  -0.68
C  -0.69  0.02  0.20
C  -0.87  0.84  1.31
C  0.11  1.93  1.74
C  -0.46  3.26  1.19
O  -0.25  3.30  -0.23
C  -2.00  0.72  2.10
C  -2.97  -0.21  1.82
C  -2.81  -1.01  0.73
C  -1.69  -0.87  -0.07
C  -1.81  -1.86  -1.22
O  -1.12  -2.06  -2.20
N  -3.00  -2.53  -0.94
C  -3.70  -2.11  0.19
O  -4.73  -2.56  0.62
H  3.54  0.28  -1.05
H  2.66  -1.00  -1.95
H  3.67  -1.36  -0.49
H  2.19  0.27  0.79
H  1.82  -2.35  0.19
H  0.37  -0.59  -1.51
H  0.69  1.09  -1.13
H  0.10  1.91  2.83
H  1.10  1.78  1.32
H  -1.55  3.21  1.33
H  -0.01  4.13  1.66
H  -0.95  2.76  -0.61
H  -2.12  1.37  2.96
H  -3.84  -0.31  2.46
H  -3.50  -2.96  -1.71
C  -4.70  -5.90  -2.45
O  -4.01  -5.95  -1.21
H  -4.91  -6.92  -2.76
H  -5.65  -5.36  -2.34
H  -4.09  -5.41  -3.22
H  -3.83  -5.04  -0.95
C  3.40  2.83  4.21
O  1.98  2.70  4.12
H  3.84  2.14  3.49
H  3.71  3.85  3.97
H  3.74  2.57  5.22
H  1.60  3.31  4.76
C  3.77  2.68  -3.89
O  4.10  1.66  -2.95
H  2.70  2.86  -3.82
H  4.31  3.60  -3.67
H  4.01  2.35  -4.91
H  5.05  1.50  -3.02

DFT (wB97M-V/def2-TZVPD) results for C16H28BBr14ClFNO4P as an isolated structure.

Output
Lowest unoccupied orbital energy = -3.311 eV
Energy above the lowest of the compared OMol25 structures with the same formula, charge and spin = 59.3 kcal/mol
Net charge = +1

Element x y z (Å)
C  -0.21  -3.43  3.03
C  1.05  -3.67  2.09
F  2.10  -3.92  3.00
C  1.51  -2.42  1.27
C  2.97  -2.87  0.76
C  3.30  -2.06  -0.60
P  4.91  -1.10  -0.35
O  5.95  -1.92  0.70
O  5.77  -1.05  -1.84
C  1.96  -1.22  -0.67
C  1.66  -0.28  -1.87
C  2.81  0.78  -2.16
C  2.98  1.81  -0.98
Cl  4.36  2.92  -1.47
N  0.85  -2.05  -0.03
B  0.48  -3.23  -0.97
O  1.03  -3.34  -2.28
O  -0.37  -4.29  -0.59
C  -0.48  -1.39  0.16
Br  -1.57  -1.38  -1.52
C  -0.45  0.09  0.72
C  -1.77  0.91  0.35
Br  -0.35  0.15  2.72
H  -0.22  -4.33  3.70
H  -0.07  -2.56  3.69
H  -1.17  -3.46  2.47
H  0.93  -4.61  1.53
H  1.77  -1.60  1.97
H  3.02  -3.95  0.48
H  3.76  -2.79  1.54
H  3.43  -2.67  -1.53
H  6.24  -2.74  0.26
H  5.12  -1.39  -2.48
H  2.16  -0.49  0.17
H  0.73  0.34  -1.71
H  1.53  -0.84  -2.83
H  2.43  1.38  -3.03
H  3.77  0.32  -2.48
H  2.04  2.41  -0.87
H  3.31  1.34  -0.02
H  1.64  -4.09  -2.24
H  -1.25  -3.98  -0.32
H  -1.11  -1.99  0.88
H  0.40  0.71  0.37
H  -1.79  1.77  1.10
H  -1.70  1.39  -0.65
H  -2.70  0.34  0.53
C  -4.22  4.27  1.45
Br  -2.58  5.29  1.40
Br  -4.81  3.75  -0.32
Br  -4.08  2.75  2.64
H  -4.99  4.93  1.86
C  -9.15  4.96  -1.11
Br  -8.16  5.85  0.29
Br  -8.02  4.53  -2.63
Br  -10.08  3.40  -0.45
H  -9.90  5.66  -1.47
C  0.97  -2.54  -6.04
Br  -0.79  -1.84  -5.65
Br  1.27  -2.71  -7.95
Br  2.36  -1.50  -5.19
H  1.02  -3.54  -5.62
C  -1.99  6.19  5.85
Br  -1.31  4.65  4.90
Br  -0.57  7.26  6.61
Br  -3.16  7.25  4.73
H  -2.59  5.82  6.67

DFT (wB97M-V/def2-TZVPD) results for a 3-piece molecular cluster, C16H28Br4O4 overall.

Output
Lowest unoccupied orbital energy = 0.353 eV
Net charge = 0
Structure (SMILES) = CCCCCC[C@@]1(C[C@@H]2CO2)COC(=O)O1.BrCCBr.BrCCBr

Element x y z (Å)
C  0.61  -1.12  0.03
C  0.73  -1.56  -1.44
C  1.28  -0.49  -2.37
C  0.33  0.69  -2.66
C  -1.09  0.25  -3.09
C  -2.08  0.56  -1.98
C  -3.58  0.21  -2.29
C  -3.60  -1.18  -2.85
C  -5.00  -1.61  -3.21
C  -5.87  -1.91  -2.06
O  -5.29  -2.92  -2.96
C  -4.30  0.50  -1.00
O  -4.30  1.93  -1.00
C  -4.51  2.27  -2.31
O  -5.03  3.31  -2.69
O  -4.05  1.28  -3.12
H  1.24  -0.27  0.23
H  -0.42  -0.87  0.28
H  0.87  -1.95  0.67
H  -0.20  -2.00  -1.79
H  1.45  -2.38  -1.45
H  2.19  -0.08  -1.96
H  1.50  -0.96  -3.32
H  0.26  1.31  -1.77
H  0.75  1.23  -3.49
H  -1.02  -0.81  -3.30
H  -1.38  0.74  -4.01
H  -1.80  -0.03  -1.11
H  -1.99  1.61  -1.74
H  -3.08  -1.25  -3.80
H  -3.27  -1.91  -2.12
H  -5.45  -1.14  -4.05
H  -6.92  -2.08  -2.19
H  -5.37  -2.12  -1.13
H  -3.81  0.03  -0.15
H  -5.35  0.24  -0.93
Br  3.71  -1.17  1.24
C  3.95  -0.41  3.01
C  2.87  -0.85  3.96
Br  1.20  0.09  3.63
H  3.99  0.67  2.89
H  4.92  -0.76  3.35
H  3.14  -0.60  4.99
H  2.66  -1.91  3.89
Br  6.84  1.67  3.52
C  7.04  2.41  5.31
C  5.95  1.93  6.23
Br  4.25  2.81  5.87
H  7.05  3.49  5.20
H  8.01  2.07  5.66
H  6.19  2.17  7.26
H  5.77  0.86  6.13

DFT (wB97M-V/def2-TZVPD) results for a 8-piece molecular cluster, C16H28Br8N4 overall.

Output
Lowest unoccupied orbital energy = -0.122 eV
Energy above the lowest of the compared OMol25 structures with the same formula, charge and spin = 5.2 kcal/mol
Net charge = 0
Structure (SMILES) = BrCCBr.BrCCBr.BrCCBr.BrCCBr.CC#N.CC#N.CC#N.CC#N

Element x y z (Å)
Br  5.40  3.18  3.03
C  5.00  2.96  1.13
C  3.71  3.81  0.85
Br  4.10  5.69  1.14
H  4.78  1.90  0.96
H  5.77  3.34  0.46
H  2.83  3.57  1.45
H  3.43  3.67  -0.20
Br  4.90  -6.20  0.88
C  3.47  -4.82  0.65
C  3.31  -4.16  1.99
Br  1.81  -2.80  1.90
H  2.57  -5.34  0.33
H  3.76  -4.08  -0.10
H  4.16  -3.64  2.42
H  2.94  -4.87  2.73
Br  -5.15  -2.08  -1.23
C  -4.97  -1.16  0.57
C  -3.53  -1.30  0.95
Br  -2.46  -0.29  -0.44
H  -5.60  -1.64  1.32
H  -5.20  -0.11  0.44
H  -3.18  -2.33  0.89
H  -3.35  -0.89  1.94
Br  -1.55  6.47  -0.45
C  -1.07  5.07  -1.75
C  0.24  4.35  -1.36
Br  0.60  2.75  -2.47
H  -1.04  5.62  -2.69
H  -1.86  4.33  -1.77
H  0.28  4.10  -0.30
H  1.14  4.96  -1.48
C  -0.16  -4.08  -0.67
C  -0.66  -5.01  -1.69
N  -1.04  -5.73  -2.53
H  -1.05  -3.79  -0.10
H  0.47  -3.27  -1.03
H  0.41  -4.68  0.05
C  -2.66  -2.36  -3.93
C  -1.39  -2.07  -3.33
N  -0.35  -1.86  -2.90
H  -2.70  -2.09  -4.99
H  -3.29  -1.73  -3.29
H  -2.95  -3.41  -3.88
C  1.10  -0.02  -0.25
C  0.90  0.84  0.90
N  0.70  1.54  1.84
H  1.27  0.55  -1.17
H  0.24  -0.65  -0.47
H  2.02  -0.57  -0.08
C  -2.49  2.90  2.21
C  -3.13  3.33  3.48
N  -3.57  3.69  4.48
H  -1.91  3.76  1.87
H  -3.22  2.58  1.47
H  -1.79  2.07  2.25

Number 1: F_max 1.3 eV/A, total energy -1982.159861 a.u.. Number 2: F_max 5.8 eV/A, total energy -3121.018969 a.u.. Number 3: F_max 0.1 eV/A, total energy -3843.464618 a.u.. Number 4: F_max 0.6 eV/A, total energy -810.385420 a.u.. Number 5: F_max 17.3 eV/A, total energy -755.292587 a.u.. Number 6: F_max 1.7 eV/A, total energy -1207.276270 a.u.. Number 7: F_max 4.4 eV/A, total energy -37944.405585 a.u.. Number 8: F_max 3.0 eV/A, total energy -11223.410169 a.u.. Number 9: F_max 4.0 eV/A, total energy -21437.530176 a.u..